{"formula": "C24H41AlNP2", "method": "ωB97M-V/def2-TZVPD", "elements": ["P", "P", "Al", "N", "C", "C", "C", "C", "C", "C", "C", "C", "C", "C", "C", "C", "C", "C", "C", "C", "C", "C", "C", "C", "C", "C", "C", "C", "H", "H", "H", "H", "H", "H", "H", "H", "H", "H", "H", "H", "H", "H", "H", "H", "H", "H", "H", "H", "H", "H", "H", "H", "H", "H", "H", "H", "H", "H", "H", "H", "H", "H", "H", "H", "H", "H", "H", "H", "H"], "positions_angstrom": [[-1.79, 0.33, -0.38], [1.77, 1.05, -0.35], [0.19, -0.39, 0.51], [-0.55, 2.02, 2.51], [0.78, -3.07, 1.64], [2.35, 2.62, 0.31], [0.65, -0.53, 4.27], [-1.82, 0.15, -3.51], [1.18, -0.06, -3.52], [-1.81, -0.29, 5.00], [-0.75, -0.82, 4.11], [-1.89, -1.38, -1.11], [-0.92, -1.66, 3.01], [2.82, -1.35, 3.24], [0.37, -0.48, -4.70], [-2.17, -2.36, 2.64], [2.97, -0.15, -0.96], [-0.27, 1.12, 1.81], [-1.55, 1.46, -3.37], [1.50, 1.24, -3.31], [-0.29, 1.12, -1.09], [-0.69, 2.23, -4.31], [1.35, -1.16, 3.24], [0.79, 2.41, -3.90], [1.19, 0.31, 5.36], [-1.13, -0.77, -4.45], [0.39, -1.80, 2.32], [-3.25, 1.37, -0.35], [-1.58, -2.16, -0.40], [-4.14, 0.75, -0.11], [-2.12, -2.82, 1.64], [3.19, -1.71, 2.27], [0.01, -3.39, 0.93], [1.02, -0.15, 6.34], [2.53, -1.16, -1.07], [1.62, -0.88, -2.93], [-2.95, -1.55, -1.34], [-3.03, -1.67, 2.66], [0.71, 1.30, 5.36], [1.71, -2.95, 1.07], [-1.11, 3.24, -4.39], [1.33, 2.76, -4.80], [-0.76, 1.83, -5.34], [0.81, -1.43, -5.08], [-0.13, 0.60, -2.03], [0.85, 3.25, -3.18], [-1.80, 0.81, 4.95], [-1.23, -1.82, -4.09], [-3.12, 2.12, 0.46], [-0.37, 2.19, -1.26], [0.48, 0.21, -5.54], [-1.67, -0.57, 6.04], [3.78, -0.21, -0.22], [0.92, -3.88, 2.37], [-3.44, 1.91, -1.29], [2.27, 0.46, 5.23], [-1.62, -0.75, -5.43], [2.46, 3.37, -0.49], [-2.05, 2.07, -2.60], [2.38, 1.57, -2.72], [3.11, -2.09, 4.00], [-2.79, -0.63, 4.67], [3.35, -0.42, 3.47], [-2.39, -3.16, 3.36], [3.33, 2.45, 0.78], [-2.74, -0.27, -3.06], [3.40, 0.14, -1.93], [1.64, 2.99, 1.08], [-1.31, -1.49, -2.03]], "mulliken_charge": [1.261, 1.063, -1.457, -0.869, -1.793, -1.144, 0.960, -0.271, -0.135, -1.897, 0.395, -1.227, -0.061, -2.109, -1.144, -1.879, -1.343, 0.423, -0.370, -0.405, 2.173, -1.314, -0.125, -1.039, -1.794, -0.806, 2.923, -1.144, 0.227, 0.421, 0.292, 0.287, 0.438, 0.353, 0.383, 0.343, 0.485, 0.426, 0.322, 0.393, 0.459, 0.418, 0.331, 0.455, -2.896, 0.296, 0.340, 0.360, 0.398, 1.081, 0.333, 0.350, 0.463, 0.368, 0.450, 0.411, 0.388, 0.377, 0.500, 1.096, 0.327, 0.432, 0.489, 0.380, 0.424, 0.805, 0.516, 0.367, 0.040], "e_lumo_ev": -4.201, "homo_ev": -9.389, "total_charge": 1}

=====

{"formula": "C24H41BClF7NO6", "method": "ωB97M-V/def2-TZVPD", "elements": ["Cl", "F", "F", "F", "F", "F", "F", "F", "O", "O", "O", "O", "O", "O", "N", "C", "C", "C", "C", "C", "C", "C", "C", "C", "C", "C", "C", "C", "C", "C", "C", "C", "C", "C", "C", "C", "C", "C", "C", "B", "H", "H", "H", "H", "H", "H", "H", "H", "H", "H", "H", "H", "H", "H", "H", "H", "H", "H", "H", "H", "H", "H", "H", "H", "H", "H", "H", "H", "H", "H", "H", "H", "H", "H", "H", "H", "H", "H", "H", "H", "H"], "positions_angstrom": [[-0.48, 0.01, -1.71], [-5.79, 6.93, 0.15], [-3.41, 5.42, 0.61], [-5.70, 2.69, 0.42], [-4.95, 5.56, 2.45], [-5.15, 2.97, 2.70], [-5.71, 5.05, -1.31], [-7.29, 5.14, 0.63], [1.02, -5.24, -3.26], [3.16, 3.33, 0.88], [3.12, -1.47, -0.42], [1.88, -1.42, 2.74], [-1.56, 5.46, 3.46], [-2.79, 3.57, 4.64], [-0.45, 2.56, 1.92], [-4.71, 4.88, 1.12], [-3.88, 2.32, -2.40], [-2.66, 1.62, -0.15], [1.60, -5.64, -4.50], [-3.70, 1.09, -1.30], [1.49, -2.50, 3.59], [2.62, -2.45, -2.56], [-1.08, 1.10, -0.33], [1.59, 1.23, 0.70], [1.01, 2.25, 4.11], [0.66, 3.04, 2.88], [2.14, -3.79, 3.10], [-0.02, 1.64, 0.80], [-5.89, 5.42, 0.13], [4.80, -2.89, -1.39], [2.70, -6.66, -4.23], [-4.64, 3.22, 1.29], [-1.89, 3.07, 2.11], [2.34, 2.51, -0.02], [-3.14, 2.64, 1.09], [3.70, -1.87, -1.66], [-0.03, -2.62, 3.59], [1.28, 3.54, -0.80], [0.52, -6.22, -5.40], [-2.07, 4.07, 3.43], [3.46, -6.23, -3.57], [1.87, -4.63, 3.74], [-2.96, 3.04, -2.29], [0.70, 4.25, -0.05], [2.30, -7.54, -3.72], [-2.37, 6.03, 3.65], [0.94, -6.53, -6.36], [4.13, -0.98, -2.12], [1.84, -4.01, 2.07], [1.97, 4.26, -1.44], [-0.41, -2.81, 2.57], [3.04, -2.76, -3.52], [3.23, -3.68, 3.09], [1.43, 1.15, 4.00], [-4.75, 0.70, -0.87], [1.27, 4.02, 2.68], [1.77, 0.30, -0.02], [-3.30, 0.16, -1.94], [1.83, -1.71, -2.73], [2.05, 0.92, 1.74], [1.57, -1.62, 1.84], [4.40, -3.77, -0.88], [0.90, 2.67, 5.22], [0.59, 2.99, -1.57], [-0.36, -3.44, 4.24], [2.65, 4.21, 0.98], [5.28, -3.20, -2.32], [-4.92, 2.84, -2.35], [5.56, -2.46, -0.73], [2.15, -3.32, -2.09], [3.18, -6.98, -5.16], [-0.49, -1.69, 3.93], [-3.46, 4.24, 4.96], [-0.27, -5.49, -5.57], [0.05, -7.09, -4.93], [-3.78, 1.84, -3.49], [3.02, 2.07, -0.90], [0.63, -6.03, -2.84], [2.03, -4.75, -4.96], [1.84, -2.27, 4.60], [2.73, -2.25, 0.00]], "mulliken_charge": [-0.125, -0.238, -0.262, -0.280, -0.284, -0.272, -0.193, -0.217, -0.515, -0.546, -0.356, -0.339, -0.589, -0.586, 0.604, 0.623, -0.802, 0.294, 0.554, -0.539, 0.403, -1.106, -0.303, 0.495, -0.565, -0.241, -1.316, 0.314, 0.493, -1.375, -1.235, 0.502, -0.028, -0.028, 0.301, 0.469, -1.216, -0.915, -1.401, 0.586, 0.289, 0.429, 0.277, 0.219, 0.332, 0.328, 0.369, 0.310, 0.270, 0.395, 0.294, 0.437, 0.317, 0.111, 0.323, 0.159, -0.425, 0.309, 0.060, 0.106, 0.118, 0.318, 0.287, 0.234, 0.429, 0.409, 0.405, 0.178, 0.355, 0.301, 0.375, 0.254, 0.316, 0.345, 0.353, 0.338, 0.263, 0.330, 0.219, 0.317, 0.181], "e_lumo_ev": -4.754, "homo_ev": -12.040, "total_charge": 1}

=====

| no. | orbital gap (eV) |
| --- | --- |
| 1 | 5.19 |
| 2 | 7.29 |